(1)
{
  "formula": "C18H23N5O3S",
  "method": "ωB97M-V/def2-TZVPD",
  "de_lowest_kcal_mol": 20.0,
  "gap_ha": 0.334,
  "smiles": "CCCOC(=O)c1ccc(-n2nnnc2SCC(=O)N2CCCCC2)cc1",
  "molar_mass_g_mol": 389.48,
  "e_tot_ev": -43467.460,
  "species": ["C", "C", "C", "O", "C", "O", "C", "C", "C", "C", "N", "N", "N", "N", "C", "S", "C", "C", "O", "N", "C", "C", "C", "C", "C", "C", "C", "H", "H", "H", "H", "H", "H", "H", "H", "H", "H", "H", "H", "H", "H", "H", "H", "H", "H", "H", "H", "H", "H", "H"],
  "xyz": [[-8.233433, 0.836768, 0.864631], [-8.101910, -0.525928, 0.195942], [-7.083291, -1.412087, 0.909932], [-5.776932, -0.840825, 0.881402], [-5.053729, -1.040354, -0.225663], [-5.431597, -1.692352, -1.168911], [-3.727139, -0.375318, -0.157605], [-2.853695, -0.534875, -1.230402], [-1.612201, 0.067937, -1.222215], [-1.236450, 0.831306, -0.122024], [0.006508, 1.461150, -0.064115], [0.233814, 2.520952, 0.736507], [1.439141, 2.862453, 0.597668], [2.076600, 2.086510, -0.263430], [1.194052, 1.203237, -0.685834], [1.533900, -0.066985, -1.798024], [3.331563, -0.068545, -1.554139], [3.607478, -0.404328, -0.085833], [2.707446, -0.767564, 0.646777], [4.875047, -0.255827, 0.330823], [6.027431, 0.079835, -0.472268], [7.024776, -1.082336, -0.464995], [7.424884, -1.418827, 0.968883], [6.175889, -1.719957, 1.792886], [5.205441, -0.543823, 1.714175], [-2.106222, 1.004843, 0.952983], [-3.346470, 0.403442, 0.933475], [-8.940284, 1.458669, 0.321328], [-7.271213, 1.343302, 0.883748], [-8.584831, 0.726829, 1.888368], [-9.062997, -1.042460, 0.201344], [-7.788537, -0.403981, -0.842451], [-7.326991, -1.510978, 1.969977], [-7.049273, -2.399831, 0.438260], [-3.169835, -1.134398, -2.070115], [-0.947331, -0.045867, -2.063973], [3.698890, 0.921385, -1.819154], [3.731862, -0.828834, -2.224424], [5.734023, 0.314418, -1.493410], [6.501486, 0.968243, -0.037115], [7.901665, -0.808972, -1.053302], [6.560668, -1.955509, -0.928653], [8.099281, -2.276426, 0.978210], [7.954110, -0.569285, 1.406658], [6.439725, -1.902126, 2.834985], [5.685413, -2.614502, 1.404078], [4.275061, -0.766504, 2.237767], [5.660121, 0.349799, 2.155856], [-1.790200, 1.612742, 1.786014], [-4.025146, 0.529337, 1.761748]],
  "atomic_forces_ev_per_a": [[0.0, -0.2, -0.2], [0.4, 0.1, 0.2], [-0.6, -0.3, -0.3], [0.2, 0.2, 0.2], [0.0, -0.2, -0.2], [0.0, 0.1, 0.1], [0.2, 0.1, 0.0], [-0.2, 0.0, 0.2], [0.2, 0.2, 0.2], [-0.9, -0.3, 0.2], [1.7, 0.0, -0.6], [-1.1, 0.3, 0.5], [0.2, 0.8, 0.7], [0.2, -0.8, -0.8], [-0.4, 0.3, 0.3], [0.2, -0.3, -0.5], [-0.6, 0.1, 0.1], [-0.1, 0.0, -0.2], [0.0, -0.2, 0.2], [0.3, 0.1, 0.3], [0.2, -0.2, -0.3], [0.1, 0.3, 0.1], [-0.2, -0.3, -0.1], [0.1, 0.3, 0.0], [-0.2, -0.3, 0.3], [0.2, 0.0, 0.0], [0.0, -0.1, -0.2], [0.0, 0.1, 0.0], [0.0, 0.1, 0.0], [0.0, 0.1, 0.1], [0.0, -0.1, -0.1], [-0.1, -0.1, 0.0], [0.0, 0.0, -0.1], [0.0, 0.1, 0.2], [0.0, 0.0, -0.1], [-0.1, 0.0, -0.1], [0.1, -0.1, 0.0], [0.0, 0.0, 0.0], [0.0, 0.1, 0.1], [0.0, 0.0, -0.1], [0.0, 0.0, -0.1], [0.0, 0.0, -0.1], [0.1, 0.0, 0.0], [0.1, 0.0, 0.0], [0.0, -0.1, 0.0], [-0.1, 0.0, 0.0], [0.1, 0.1, 0.0], [0.0, 0.0, 0.0], [0.0, 0.0, 0.1], [0.0, 0.0, 0.1]],
  "nbo_charge": [-0.6087, -0.4224, -0.0732, -0.5097, 0.7820, -0.5980, -0.1719, -0.1358, -0.2528, 0.2287, -0.2386, -0.0666, -0.0395, -0.3469, 0.1846, 0.3266, -0.6309, 0.6866, -0.6357, -0.4343, -0.2083, -0.4051, -0.3991, -0.4056, -0.2246, -0.2392, -0.1440, 0.2122, 0.2093, 0.1998, 0.2085, 0.2165, 0.1880, 0.2048, 0.2412, 0.2266, 0.2611, 0.2493, 0.2112, 0.1952, 0.2125, 0.1988, 0.2126, 0.1957, 0.2143, 0.2035, 0.2513, 0.1889, 0.2461, 0.2352]
}



(2)
{
  "formula": "C18H23N7O2",
  "method": "ωB97M-V/def2-TZVPD",
  "de_lowest_kcal_mol": 103.4,
  "gap_ha": 0.288,
  "smiles": "CCC(=O)N1CC[C@H](Oc2nc[nH]c3nc(-c4cnn(CC)c4C)nc2-3)C1",
  "molar_mass_g_mol": 369.43,
  "e_tot_ev": -33562.375,
  "species": ["C", "C", "C", "O", "N", "C", "C", "C", "O", "C", "N", "C", "N", "C", "N", "C", "C", "C", "N", "N", "C", "C", "C", "C", "N", "C", "C", "H", "H", "H", "H", "H", "H", "H", "H", "H", "H", "H", "H", "H", "H", "H", "H", "H", "H", "H", "H", "H", "H", "H"],
  "xyz": [[-0.503342, 5.126468, 0.967002], [-1.546322, 5.475143, -0.101620], [-2.927396, 4.804020, 0.248608], [-3.778478, 5.424839, 0.961468], [-3.302491, 3.521596, -0.164031], [-4.588065, 2.879805, 0.268214], [-4.277497, 1.433554, 0.081163], [-3.284945, 1.283968, -1.132441], [-2.524762, 0.121744, -1.009022], [-1.448715, 0.138433, -1.868625], [-1.496093, 0.914983, -3.072075], [-0.336393, 0.847979, -3.675617], [0.750039, 0.061651, -3.347987], [0.722209, -0.732376, -2.195200], [1.669082, -1.314053, -1.636020], [1.109772, -1.904305, -0.521760], [1.672706, -2.892356, 0.456892], [1.115189, -3.332948, 1.694361], [1.880284, -4.168816, 2.317397], [3.087765, -4.206952, 1.691466], [4.270925, -4.878530, 2.188869], [3.978345, -5.512480, 3.544690], [2.976191, -3.538510, 0.512134], [4.162542, -3.412185, -0.413541], [-0.126538, -1.551431, -0.394230], [-0.383212, -0.654887, -1.410976], [-2.477008, 2.625996, -1.002966], [-0.711474, 5.682736, 1.824148], [-0.306576, 4.037026, 1.051030], [0.546693, 5.429719, 0.641670], [-1.221610, 5.219328, -1.093028], [-1.602499, 6.548367, -0.001044], [-4.751311, 3.041873, 1.308406], [-5.467808, 3.197639, -0.342257], [-3.898898, 0.921533, 0.945279], [-5.180275, 0.873463, -0.122170], [-3.916902, 1.225308, -2.022337], [-0.264513, 1.336780, -4.581812], [1.670566, 0.459285, -3.719902], [0.138224, -3.068982, 2.137208], [4.939185, -4.078597, 2.349125], [4.501950, -5.617828, 1.405256], [4.595035, -6.388033, 3.602709], [2.854118, -5.676835, 3.725990], [4.210742, -4.942043, 4.391479], [3.749820, -2.955685, -1.381413], [5.034292, -2.921233, -0.001081], [4.470513, -4.431395, -0.661119], [-1.453386, 2.384709, -0.552050], [-2.329679, 3.162515, -1.890237]],
  "atomic_forces_ev_per_a": [[2.5, -1.4, -2.5], [-0.7, -1.1, 1.0], [-2.8, 0.9, 1.5], [2.5, -1.2, -1.8], [0.7, 0.6, 0.4], [1.1, 0.5, -0.9], [-0.1, -1.7, -1.4], [-2.0, 2.2, 1.4], [1.5, 0.5, -1.5], [-0.8, -1.0, 1.2], [1.5, -2.1, 2.7], [-0.1, -1.8, 1.3], [1.0, 1.9, -0.5], [0.2, 3.7, -3.2], [5.0, -3.0, 0.4], [-0.1, -0.7, 0.4], [2.6, -0.5, 0.1], [-1.4, 0.6, -1.1], [1.3, -0.3, 2.1], [-2.9, 1.0, -2.1], [-2.0, -0.6, 0.4], [-2.0, -1.0, -0.6], [-0.4, 1.9, -0.1], [-1.8, -0.5, -1.5], [-2.8, 0.8, 1.9], [-2.9, -0.4, -0.4], [0.4, -0.7, 1.6], [-0.4, 0.2, 1.8], [-0.8, 0.5, 0.7], [-1.3, 0.2, 0.1], [0.1, -0.2, -0.5], [-0.8, 0.3, -0.4], [-0.3, 0.7, 0.6], [0.8, 0.1, 0.5], [0.7, 0.2, 0.6], [-0.4, -0.1, -0.3], [0.4, 0.3, -0.2], [0.4, 1.2, -1.7], [-1.7, -1.4, 0.6], [0.7, -0.3, -0.6], [1.6, 0.5, -0.4], [0.7, 0.3, 0.6], [-0.1, -0.8, 0.3], [1.8, -0.4, -0.8], [0.8, 1.4, 0.9], [1.0, -0.3, 1.4], [-0.1, 0.5, 0.1], [0.2, 0.0, -0.2], [-1.3, 0.4, -0.3], [0.4, 0.2, -1.7]],
  "nbo_charge": [-0.5988, -0.4822, 0.6828, -0.6460, -0.4433, -0.2062, -0.4268, 0.0915, -0.4551, 0.5448, -0.4965, 0.2967, -0.5284, 0.3562, -0.5441, 0.4011, -0.2152, 0.0032, -0.2978, -0.1724, -0.2144, -0.6372, 0.2286, -0.6716, -0.4738, -0.0545, -0.2405, 0.2212, 0.2083, 0.2067, 0.2072, 0.2373, 0.2316, 0.1993, 0.2235, 0.2160, 0.1929, 0.1884, 0.4322, 0.2245, 0.2097, 0.2079, 0.2116, 0.2601, 0.2143, 0.2589, 0.2256, 0.2143, 0.1991, 0.2090]
}